(1)
Entry from the Open Molecules 2025 dataset: one molecule with the formula C5H2ClFS in a non-equilibrium geometry (wB97M-V/def2-TZVPD).

## Properties
HOMO-LUMO gap: 7.8681 eV
Energy relative to the best compared isomer or geometry (same formula, charge and spin): 69.75 kJ/mol
SMILES: C#C/C(C=S)=C(/F)Cl
HOMO: -8.9 eV

Geometry (Å):
Cl 2.085 -1.959 0.015
S -2.811 -1.028 0.021
F -0.349 -2.524 -0.050
C -0.098 -0.239 0.102
C 0.458 -1.482 0.080
C -1.576 0.030 0.010
C 0.729 0.999 0.138
C 1.401 2.031 -0.078
H 1.882 3.042 -0.088
H -1.721 1.130 -0.150

(2)
Entry from the Open Molecules 2025 dataset: one molecule with the formula C5H2N4S in a non-equilibrium geometry (wB97M-V/def2-TZVPD).

## Properties
HOMO-LUMO gap: 6.2192 eV
Energy relative to the best compared isomer or geometry (same formula, charge and spin): 0.00 kJ/mol
SMILES: S=C1N=CN=C2N=CN=C12
HOMO: -9.8 eV

Geometry (Å):
S -0.587 -2.723 1.441
N 1.376 0.995 -0.161
N 1.510 -1.061 1.128
N -0.715 1.581 -1.137
N -1.799 -0.308 -0.451
C 0.178 -1.342 0.844
C 2.029 0.043 0.623
C -1.827 0.896 -1.125
C -0.578 -0.384 0.018
C 0.126 0.788 -0.423
H -2.771 1.224 -1.646
H 3.058 0.291 0.890

(3)
Entry from the Open Molecules 2025 dataset: one molecule with the formula C5H2O (wB97M-V/def2-TZVPD).

## Properties
HOMO-LUMO gap: 10.1078 eV
Energy relative to the best compared isomer or geometry (same formula, charge and spin): 20.97 kJ/mol
SMILES: C#CC(=O)C#C
HOMO: -10.7 eV

Geometry (Å):
O -2.112 -0.248 0.030
C 0.570 -0.126 2.217
C -0.905 -0.117 0.018
C 0.502 0.241 -2.223
C -0.138 0.068 -1.214
C -0.088 -0.111 1.216
H 1.025 0.366 -3.144
H 1.146 -0.072 3.099

(4)
Entry from the Open Molecules 2025 dataset: C5H2OS as an isolated structure in a non-equilibrium geometry (wB97M-V/def2-TZVPD).

## Properties
HOMO-LUMO gap: 6.7938 eV
Energy relative to the best compared isomer or geometry (same formula, charge and spin): 451.31 kJ/mol
HOMO: -9.0 eV

Geometry (Å):
S -2.786 0.027 -0.034
O 1.622 -1.041 -0.049
C 2.558 1.149 0.018
C 0.291 -1.208 0.008
C 1.471 0.400 -0.080
C -1.355 0.772 0.014
C -0.063 0.147 -0.067
H -1.474 1.935 0.074
H -0.264 -2.180 0.116

(5)
Entry from the Open Molecules 2025 dataset: a 10-piece molecular cluster, C5H31N2O9S overall in a non-equilibrium geometry (wB97M-V/def2-TZVPD).

## Properties
Charge: -1
HOMO-LUMO gap: 6.2872 eV
Energy relative to the best compared isomer or geometry (same formula, charge and spin): 63.07 kJ/mol
HOMO: -3.8 eV

Geometry (Å):
S -0.758 -0.402 -2.198
O -2.510 2.748 1.989
O -4.272 -0.391 -1.136
O -2.306 2.483 -2.959
O -1.060 -2.984 3.089
O 0.978 0.275 -4.674
O 3.077 1.625 -2.244
O 0.208 3.251 -2.018
O 3.017 -0.683 2.546
O 0.348 3.048 0.861
N 1.792 -3.230 1.541
N 0.370 -0.659 0.838
C 1.720 -2.711 0.173
C -1.147 0.145 2.545
C 0.874 -1.131 -1.575
C -1.058 -0.582 1.203
C 0.616 -1.723 -0.183
H 1.388 -4.152 1.601
H -2.821 2.780 -2.212
H 0.433 0.064 -3.861
H 0.716 2.476 -2.280
H 1.114 3.219 1.422
H -1.621 -0.128 0.394
H -2.181 0.158 2.905
H 3.589 1.601 -3.060
H 0.673 3.226 -0.045
H 1.673 -0.396 -1.448
H 0.692 0.202 0.402
H -1.505 -1.546 1.369
H 1.870 0.428 -4.353
H -1.563 -2.772 3.886
H -1.704 1.730 -2.812
H 3.712 1.960 -1.599
H 2.722 -2.356 -0.117
H 2.320 -0.861 1.892
H -2.006 3.380 1.457
H -4.605 -0.955 -0.429
H 1.366 -2.572 2.170
H -3.338 -0.665 -1.182
H -0.575 3.407 -2.565
H -0.901 1.179 2.356
H -0.558 -0.265 3.369
H -3.402 2.769 1.629
H 2.673 -1.064 3.360
H 1.623 -3.570 -0.488
H 1.009 -1.749 -2.455
H -0.385 -2.292 3.158
H -0.299 -2.312 -0.262

(6)
Entry from the Open Molecules 2025 dataset: a 10-piece molecular cluster, C5H32N2O10 overall in a non-equilibrium geometry (wB97M-V/def2-TZVPD).

## Properties
HOMO-LUMO gap: 9.6332 eV
Energy relative to the best compared isomer or geometry (same formula, charge and spin): 0.00 kJ/mol
SMILES: C[C@@H](CCN)NCO.O.O.O.O.O.O.O.O.O
HOMO: -9.6 eV

Geometry (Å):
O 3.893 0.867 0.704
O -3.734 -0.606 -0.908
O -2.144 -2.807 -0.339
O -2.255 0.682 1.135
O 0.901 -1.172 2.846
O -1.596 -1.780 2.180
O 1.833 2.601 0.201
O 3.053 -1.700 1.298
O 1.899 1.729 2.745
O -3.671 2.389 -0.595
N 0.634 -2.399 -1.142
N -0.663 1.588 -0.445
C 0.899 0.015 -1.593
C -1.166 0.863 -2.719
C -0.938 1.217 0.940
C -0.563 0.445 -1.387
C 0.983 -1.406 -2.157
H -2.023 -2.109 2.987
H -2.158 -0.238 1.499
H 0.948 2.311 -0.222
H 3.827 -2.068 1.762
H -1.057 -0.447 -0.999
H -3.203 -0.143 -0.228
H -0.780 1.803 -3.105
H -0.979 0.098 -3.462
H -3.326 1.842 0.141
H 1.778 2.079 1.840
H 1.986 -1.530 -2.588
H -1.996 -2.550 0.595
H -3.325 -1.504 -0.913
H 1.126 -0.220 2.904
H -1.240 -2.783 -0.704
H 2.840 1.711 2.904
H 0.262 -1.550 -2.971
H 1.465 0.038 -0.655
H 0.924 -3.331 -1.423
H -0.634 -1.645 2.408
H 1.648 -1.535 2.330
H -1.358 2.251 -0.771
H 1.103 -2.214 -0.258
H -4.167 1.775 -1.153
H 1.913 3.526 -0.041
H 3.330 -0.785 1.028
H 4.544 0.973 0.015
H -2.249 0.952 -2.626
H -0.925 2.130 1.545
H 1.411 0.699 -2.279
H 3.144 1.436 0.396
H -0.192 0.502 1.280

(7)
Entry from the Open Molecules 2025 dataset: a 11-piece molecular cluster, C5H32NO12 overall in a non-equilibrium geometry (wB97M-V/def2-TZVPD).

## Properties
Charge: +1
HOMO-LUMO gap: 10.8234 eV
Energy relative to the best compared isomer or geometry (same formula, charge and spin): 309.78 kJ/mol
HOMO: -13.5 eV

Geometry (Å):
O -3.033 3.874 0.039
O -2.978 -0.872 3.019
O 1.109 -0.455 4.252
O 2.803 -1.268 -3.032
O 2.912 1.841 -2.413
O 0.187 1.627 1.229
O 0.294 -3.184 -3.242
O 3.735 -1.011 0.007
O 1.920 3.211 -0.022
O -1.875 0.591 0.931
O -2.406 2.727 3.040
O -4.116 -0.219 -1.617
N 1.022 0.430 -1.115
C 0.864 -2.121 1.204
C 0.184 -1.686 -0.096
C -1.253 -2.250 -0.302
C -0.081 -0.194 -0.384
C -0.597 0.834 0.766
H -1.563 2.584 2.763
H 3.265 -0.485 -3.232
H 0.323 -1.968 2.101
H -3.201 4.409 0.712
H 0.679 -1.329 4.020
H 1.810 -1.467 1.225
H 3.182 -1.867 -3.792
H -2.269 1.171 1.719
H -3.687 4.015 -0.646
H -0.999 -0.003 -1.142
H 0.818 -2.680 -3.814
H -4.848 0.363 -1.300
H -4.287 -1.194 -1.773
H 0.766 -2.189 -0.960
H 0.813 -4.089 -3.175
H 4.428 -0.810 0.599
H 4.238 -1.545 -0.803
H 1.569 -0.325 -1.567
H -1.494 -2.452 -1.392
H 3.338 2.105 -1.657
H 0.573 0.984 -1.933
H 0.855 -0.013 3.395
H -1.343 -3.236 0.180
H -1.925 -1.433 0.235
H -2.185 3.216 3.827
H 1.761 4.004 -0.671
H 3.219 2.446 -3.225
H -2.541 -0.754 3.851
H -3.874 -0.664 3.058
H 1.513 1.063 -0.588
H 1.229 3.427 0.588
H 1.146 -3.158 1.135

(8)
Entry from the Open Molecules 2025 dataset: a 11-piece molecular cluster, C5H32O11 overall in a non-equilibrium geometry (wB97M-V/def2-TZVPD).

## Properties
Charge: -1
HOMO-LUMO gap (alpha / beta): 2.5129 / 9.1881 eV
HOMO (alpha / beta): -0.2 / -7.0 eV
Multiplicity: 2

Geometry (Å):
O -4.410 19.562 1.631
O -1.297 20.192 8.804
O -5.780 19.398 6.744
O -5.035 16.423 9.988
O -4.283 17.170 5.570
O -5.871 23.385 4.544
O -6.904 21.937 7.492
O -7.667 21.460 3.463
O -8.228 18.057 6.333
O -3.782 20.802 5.402
O -4.232 22.710 7.115
C -5.289 16.828 8.720
C -2.652 19.880 9.073
C -7.137 20.133 3.506
C -6.868 24.227 5.156
C -3.924 18.587 2.538
H -8.360 17.400 7.016
H -3.892 22.096 6.464
H -2.869 18.353 2.390
H -5.629 16.030 8.060
H -7.334 22.718 7.841
H -5.674 22.670 5.154
H -7.325 24.974 4.507
H -5.567 20.327 6.832
H -2.943 18.830 9.035
H -3.335 17.091 5.466
H -4.052 18.894 3.576
H -2.774 20.151 10.121
H -7.841 19.475 4.015
H -5.833 16.594 10.494
H -6.237 20.216 4.115
H -3.370 20.486 8.521
H -7.352 21.206 7.918
H -7.412 18.494 6.575
H -7.732 23.703 5.565
H -3.920 20.331 1.931
H -6.911 19.744 2.513
H -4.553 16.336 5.954
H -4.338 17.172 8.313
H -1.167 19.937 7.888
H -5.340 19.126 5.939
H -3.523 19.888 5.518
H -4.437 17.640 2.369
H -5.183 22.644 7.033
H -6.397 24.812 5.945
H -3.359 21.070 4.587
H -5.868 17.751 8.680
H -7.093 22.104 3.884

Repeat the third record exactly.
Entry from the Open Molecules 2025 dataset: one molecule with the formula C5H2O (wB97M-V/def2-TZVPD).

## Properties
HOMO-LUMO gap: 10.1078 eV
Energy relative to the best compared isomer or geometry (same formula, charge and spin): 20.97 kJ/mol
SMILES: C#CC(=O)C#C
HOMO: -10.7 eV

Geometry (Å):
O -2.112 -0.248 0.030
C 0.570 -0.126 2.217
C -0.905 -0.117 0.018
C 0.502 0.241 -2.223
C -0.138 0.068 -1.214
C -0.088 -0.111 1.216
H 1.025 0.366 -3.144
H 1.146 -0.072 3.099